# 1
18
Properties=species:S:1:pos:R:3 method="wB97M-V/def2-TZVPD" orbital_gap_ev=9.328 homo_ev=-9.23 e_above_lowest_kcal_mol=20.66 multiplicity=1 energy_ha=-955.931528 mol_weight_g_mol=124.3
C -3.25 -1.12 1.91
C -1.87 -1.18 2.56
C -1.32 0.21 2.98
H -3.24 -0.32 1.17
H -3.49 -2.04 1.45
H -4.05 -0.81 2.58
H -1.73 -1.94 3.39
H -1.21 -1.47 1.69
H -1.48 0.98 2.17
H -0.41 -0.03 3.53
H -1.96 0.56 3.79
C 0.10 1.57 -1.09
S 1.23 0.87 -2.36
S 2.08 -0.68 -1.05
H -0.66 0.83 -0.67
H 0.54 2.11 -0.19
H -0.56 2.25 -1.59
H 3.24 -0.03 -0.81



# 2
19
Properties=species:S:1:pos:R:3 method="wB97M-V/def2-TZVPD" orbital_gap_ev="6.764 / 6.846" homo_ev="-8.79 / -8.78" e_above_lowest_kcal_mol=68.25 multiplicity=1 energy_ha=-1245.424477 mol_weight_g_mol=152.4
C -2.34 1.60 0.65
C -1.11 -1.27 1.14
C -1.12 -0.51 -1.49
C 3.95 0.13 -0.40
Si -1.05 0.35 0.16
S 2.83 -0.78 0.58
S 0.92 1.21 0.32
H -2.93 2.18 -0.15
H -3.00 0.98 1.32
H -1.93 2.32 1.28
H -0.14 -1.67 1.23
H -1.55 -1.43 2.15
H -1.75 -1.85 0.50
H -0.97 0.12 -2.34
H -0.39 -1.32 -1.49
H -2.10 -0.94 -1.72
H 3.49 0.87 -1.02
H 4.61 -0.65 -0.96
H 4.57 0.64 0.26